Entry 1:
{"formula": "C20H40Br2CaCl3CsFNaO11S3", "method": "ωB97M-V with the def2-TZVPD basis set", "species": ["C", "C", "C", "O", "C", "O", "C", "S", "C", "O", "O", "O", "C", "O", "C", "S", "H", "H", "H", "H", "H", "H", "H", "H", "H", "H", "H", "C", "S", "O", "C", "H", "H", "H", "H", "H", "H", "Br", "C", "C", "Br", "H", "H", "H", "H", "Na", "Cs", "C", "O", "H", "H", "H", "Ca", "F", "C", "Cl", "Cl", "H", "H", "C", "O", "C", "C", "O", "C", "C", "O", "C", "H", "H", "H", "H", "H", "H", "H", "H", "H", "H", "H", "H", "H", "H", "Cl"], "coordinates": [[-0.4244, 0.5480, 0.3243], [-0.6141, 0.8603, -1.1658], [-2.0861, 1.1095, -1.5539], [-2.2798, 0.8932, -2.9464], [-3.1806, -0.0735, -3.3089], [-2.8284, -0.9583, -4.0233], [-4.6211, -0.0626, -2.8284], [-4.8821, -1.3728, -1.6011], [-4.6628, -2.9871, -2.5235], [-3.7948, -3.7897, -2.1267], [-5.4290, -3.1635, -3.3904], [-0.0125, -0.0595, -2.0876], [-0.7125, -1.1711, -2.0739], [-1.5049, -1.4896, -1.2299], [-0.5122, -2.1078, -3.2401], [-0.4464, -3.8244, -2.6673], [0.5077, 0.0237, 0.5087], [-0.5383, 1.4637, 0.8960], [-1.2615, -0.0858, 0.6158], [-0.0903, 1.8056, -1.2914], [-2.7067, 0.5099, -0.9004], [-2.3388, 2.2154, -1.2933], [-4.8386, 0.9123, -2.3923], [-5.2994, -0.1962, -3.6641], [-1.3372, -2.0256, -3.9406], [0.4116, -1.9159, -3.7788], [-0.3614, -3.7811, -1.3005], [-4.0655, -6.0125, -1.8236], [-3.4100, -5.1180, -0.3986], [-1.8980, -5.1561, -0.5035], [-3.8843, -6.3455, 0.8541], [-3.8431, -5.4382, -2.7204], [-3.5896, -7.0000, -1.8990], [-5.1528, -6.1130, -1.7209], [-3.4237, -7.3167, 0.6249], [-4.9776, -6.4372, 0.8741], [-3.5353, -6.0059, 1.8283], [-1.9828, 1.7805, 3.4184], [-3.2729, 0.8598, 4.5345], [-3.0901, -0.6259, 4.3969], [-3.8020, -1.2295, 2.6894], [-4.2582, 1.2001, 4.2316], [-3.0793, 1.1825, 5.5557], [-3.6449, -1.1645, 5.1636], [-2.0478, -0.9262, 4.4307], [-4.7365, -7.9554, -0.7469], [-0.3879, -4.9420, 0.5697], [4.6890, -3.1194, 0.5005], [3.7040, -3.8554, 0.9860], [5.0164, -2.2523, 1.1205], [5.6645, -3.6559, 0.3374], [4.5228, -2.6576, -0.4997], [-1.6629, -8.9540, 1.5367], [-3.4211, 2.5422, -0.2603], [8.3818, -5.6548, -0.9011], [7.1655, -6.2639, -2.0298], [7.8540, -4.1619, -0.1156], [8.5573, -6.4049, -0.1392], [9.2962, -5.4556, -1.4475], [2.1152, 3.6270, 2.7650], [2.1199, 4.2826, 1.5183], [0.8890, 4.9017, 1.1672], [1.0747, 6.3476, 0.7497], [1.5153, 7.2550, 1.7493], [2.8236, 7.1112, 2.2788], [3.9744, 7.3133, 1.3080], [4.0352, 6.2778, 0.3454], [4.1601, 6.6987, -0.9955], [1.8062, 2.5837, 2.6336], [3.1321, 3.6407, 3.1620], [1.4611, 4.1158, 3.4938], [0.1674, 4.8462, 1.9879], [0.4738, 4.3528, 0.3145], [0.0886, 6.7133, 0.4497], [1.6967, 6.4186, -0.1429], [2.9248, 6.1633, 2.8090], [2.9059, 7.8916, 3.0413], [4.9108, 7.2857, 1.8805], [3.8915, 8.2990, 0.8384], [3.6466, 7.6524, -1.1816], [3.6937, 5.9464, -1.6263], [5.2177, 6.7925, -1.2696], [5.4355, 4.8633, -2.7396]], "forces_ev_per_angstrom": [[-1.31, -0.52, -0.54], [0.46, 1.98, 0.48], [0.40, 0.57, 0.43], [-0.53, -0.49, 0.13], [-0.56, -0.04, 0.43], [-0.04, -0.07, -1.23], [0.37, 0.55, 0.16], [0.35, 0.33, 1.10], [1.24, 1.67, 1.63], [1.48, 1.47, 0.50], [-2.93, -0.66, -3.47], [-0.08, -0.03, 0.28], [-0.06, -1.78, -1.10], [-0.27, -0.03, 0.87], [1.46, -0.17, 0.16], [0.27, -0.80, -0.02], [0.23, 0.20, 0.06], [0.39, 0.13, -0.01], [0.20, -0.14, 0.33], [0.36, -0.15, -0.66], [-0.43, -0.06, -0.45], [-0.22, -0.85, 0.15], [-0.16, -0.20, 0.49], [0.16, -0.19, -0.29], [0.08, -0.04, 0.32], [0.10, 0.21, 0.08], [-0.03, 1.38, -2.13], [0.17, -1.46, -0.02], [-2.63, 1.64, -1.00], [-12.70, -2.88, -8.14], [0.66, -0.51, -0.10], [-0.05, -0.19, 0.19], [0.53, 0.17, -0.22], [-0.06, 0.49, -0.20], [0.03, 0.23, 0.54], [0.05, 0.38, 0.17], [-0.09, -0.08, 0.06], [-0.05, 0.17, 0.04], [0.34, 0.21, 0.07], [-0.34, -0.22, 0.02], [0.10, -0.19, -0.11], [-0.01, -0.09, -0.04], [0.02, -0.06, 0.01], [-0.04, 0.05, -0.01], [0.02, 0.09, 0.00], [-0.86, -1.55, 0.16], [14.12, 1.63, 10.46], [-0.01, 1.39, -0.35], [0.15, -0.12, -0.07], [-0.05, -0.37, 0.47], [-0.39, -0.32, 0.15], [-0.22, -0.53, -0.17], [0.39, -0.62, 0.15], [-0.24, 0.63, 0.29], [0.05, -0.10, -0.03], [0.05, -0.04, 0.01], [0.39, -0.04, -0.01], [-0.10, 0.02, 0.03], [-0.06, 0.09, -0.05], [0.10, -0.20, -0.21], [-0.19, 0.28, 0.29], [0.28, -0.09, -0.06], [-0.13, 0.11, -0.35], [0.02, -0.02, 0.03], [-0.03, -0.04, 0.23], [0.17, -0.28, -0.01], [-0.31, 0.30, -0.06], [-0.20, 0.05, 0.40], [-0.07, -0.02, 0.20], [0.01, -0.04, -0.08], [-0.05, 0.00, -0.03], [0.04, -0.02, 0.08], [-0.18, 0.11, -0.02], [-0.02, 0.02, 0.12], [0.17, -0.16, 0.07], [0.10, -0.13, -0.18], [-0.03, 0.07, -0.08], [-0.06, 0.19, 0.13], [-0.05, -0.03, -0.09], [0.07, 0.04, 0.04], [-0.06, 0.01, 0.05], [0.00, 0.16, -0.07], [0.35, -0.43, -0.39]], "charge": 0, "energy_ev": -280166.3655, "homo_ev": -6.86, "homo_lumo_gap_ha": 0.0566}

Entry 2:
{"formula": "C5H13N2", "method": "ωB97M-V with the def2-TZVPD basis set", "species": ["C", "C", "C", "C", "N", "C", "N", "H", "H", "H", "H", "H", "H", "H", "H", "H", "H", "H", "H", "H"], "coordinates": [[1.3788, 0.0511, 1.8435], [1.1785, 0.0666, 0.2780], [-0.2429, 0.3037, -0.1207], [-0.8613, -0.5273, -1.0458], [-2.1505, -0.4444, -1.3316], [-2.6910, -1.0271, -2.5664], [2.2572, 1.1717, 2.3666], [0.4072, 0.0715, 2.3242], [1.8961, -0.8823, 2.0334], [1.8004, 0.8416, -0.1594], [1.6654, -0.8167, -0.1390], [-0.6667, 1.1973, 0.2974], [-0.2863, -1.2545, -1.6015], [-2.5544, 0.4593, -1.0937], [-3.2087, -0.2565, -3.1316], [-1.9045, -1.4760, -3.1628], [-3.3754, -1.8386, -2.3267], [2.5753, 1.8143, 1.6402], [3.0740, 0.8181, 2.8735], [1.7087, 1.7283, 3.0224]], "forces_ev_per_angstrom": [[0.19, -0.50, -1.60], [0.50, 0.19, 0.63], [1.31, -0.55, -0.09], [-0.67, 0.08, 0.17], [1.13, 1.26, -1.44], [-0.35, -0.74, 0.09], [-0.59, -0.01, 0.21], [0.19, 0.08, 0.42], [-0.11, 0.00, 0.53], [0.06, 0.63, -0.10], [-0.61, -0.26, -0.01], [-0.75, 0.09, 0.08], [0.04, -0.35, 0.22], [-0.58, -0.38, 0.63], [-0.03, 0.02, 0.06], [0.25, 0.16, 0.00], [-0.27, 0.13, 0.12], [0.15, -0.05, -0.11], [0.00, 0.02, -0.05], [0.15, 0.19, 0.23]], "charge": 2, "energy_ev": -8357.7585, "multiplicity": 2, "de_lowest_kj_mol": 63.8, "s2": 0.772, "homo_ev": [-17.90, -19.89], "homo_lumo_gap_ha": [0.4045, 0.3508]}

Entry 3:
{"formula": "C32H33F3N6O5SY", "method": "ωB97M-V with the def2-TZVPD basis set", "species": ["Y", "C", "N", "C", "C", "C", "C", "C", "C", "N", "C", "C", "C", "C", "C", "C", "N", "C", "C", "C", "C", "C", "N", "H", "H", "H", "H", "H", "H", "H", "H", "H", "H", "H", "H", "H", "H", "H", "H", "H", "H", "C", "C", "O", "C", "C", "C", "N", "N", "C", "O", "C", "C", "C", "C", "C", "C", "H", "H", "H", "H", "H", "H", "H", "H", "H", "H", "H", "H", "C", "H", "H", "H", "F", "C", "F", "F", "S", "O", "O", "O"], "coordinates": [[0.6991, -0.3433, 0.5811], [0.2093, 3.1075, 0.9293], [0.5148, 2.4653, -0.3509], [-0.4637, 2.8994, -1.3474], [-0.7211, 1.8949, -2.4381], [-0.9842, 2.3155, -3.7333], [-1.3601, 1.3717, -4.6769], [-1.4449, 0.0493, -4.2896], [-1.1295, -0.2808, -2.9770], [-0.7799, 0.6183, -2.0625], [1.8453, 2.8007, -0.8521], [2.9740, 2.3490, 0.0352], [4.2347, 2.9146, -0.1084], [5.2512, 2.4926, 0.7250], [4.9675, 1.5484, 1.6996], [3.6840, 1.0389, 1.7693], [2.7085, 1.4119, 0.9384], [-1.1565, 2.6871, 1.4196], [-1.9397, 3.5379, 2.1868], [-3.1893, 3.1037, 2.6016], [-3.6199, 1.8448, 2.2224], [-2.7646, 1.0586, 1.4634], [-1.5607, 1.4639, 1.0758], [0.2455, 4.2070, 0.8459], [0.9426, 2.7905, 1.6713], [-0.1725, 3.8700, -1.7774], [-1.4247, 3.0572, -0.8564], [-0.8940, 3.3635, -3.9910], [-1.5705, 1.6669, -5.6975], [-1.7210, -0.7298, -4.9869], [-1.1292, -1.3073, -2.6389], [1.9385, 3.8911, -0.9986], [1.9588, 2.3246, -1.8298], [4.4067, 3.6583, -0.8757], [6.2499, 2.8973, 0.6202], [5.7256, 1.1965, 2.3853], [3.4075, 0.2917, 2.4996], [-1.5747, 4.5246, 2.4437], [-3.8196, 3.7453, 3.2052], [-4.5889, 1.4649, 2.5154], [-3.0433, 0.0567, 1.1578], [0.3781, 1.1757, 4.9192], [-0.0426, 0.3255, 3.7407], [0.5725, 0.5856, 2.6511], [-1.0128, -0.6331, 3.9180], [-1.5138, -1.5563, 2.9361], [-2.5374, -2.5529, 3.4185], [-1.1392, -1.5559, 1.6923], [-1.7747, -2.5403, 0.9171], [-1.2082, -2.6461, -0.2481], [-0.2223, -1.9491, -0.6833], [-1.7435, -3.6973, -1.1708], [-1.0136, -4.0217, -2.3109], [-1.4847, -4.9834, -3.1949], [-2.6896, -5.6257, -2.9493], [-3.4192, -5.3070, -1.8093], [-2.9484, -4.3514, -0.9239], [0.2713, 2.2309, 4.6556], [-0.2008, 0.9683, 5.8182], [1.4363, 0.9984, 5.1232], [-1.4253, -0.7324, 4.9128], [-2.7509, -2.4027, 4.4755], [-3.4569, -2.4663, 2.8378], [-2.1762, -3.5686, 3.2564], [-0.0708, -3.5165, -2.4810], [-0.9052, -5.2324, -4.0755], [-3.0590, -6.3746, -3.6396], [-4.3600, -5.8076, -1.6126], [-3.4999, -4.0934, -0.0298], [2.2560, -1.9538, 1.4943], [3.2403, -1.6774, 1.8912], [2.4479, -2.7166, 0.7271], [1.7241, -2.4629, 2.3146], [3.2252, -0.8067, -4.8735], [2.3191, -0.5744, -3.9120], [1.3162, -1.4432, -4.0916], [1.8325, 0.6620, -4.1117], [3.0954, -0.7540, -2.2484], [3.2467, -2.1731, -2.1201], [4.2845, 0.0539, -2.3625], [2.0973, -0.1425, -1.3546]], "forces_ev_per_angstrom": [[0.02, 0.31, -0.32], [-0.03, 0.04, -0.02], [0.05, 0.12, 0.08], [-0.06, -0.10, -0.03], [0.04, 0.00, 0.04], [0.00, -0.02, -0.04], [0.00, 0.06, 0.00], [-0.01, -0.05, 0.04], [0.00, 0.02, -0.02], [0.00, 0.05, -0.01], [0.01, -0.02, 0.04], [-0.08, 0.02, -0.02], [-0.03, 0.01, 0.00], [0.02, 0.00, 0.01], [0.00, 0.00, 0.01], [-0.06, -0.02, 0.02], [0.18, 0.00, -0.03], [0.01, -0.03, 0.01], [0.02, 0.00, -0.01], [0.00, 0.01, 0.00], [0.01, -0.01, 0.01], [0.00, -0.01, 0.00], [-0.01, 0.01, -0.02], [0.00, 0.00, 0.01], [0.02, 0.01, -0.01], [0.00, -0.02, -0.04], [0.03, 0.01, 0.04], [0.00, 0.00, 0.00], [0.00, 0.00, 0.00], [0.00, 0.00, 0.00], [-0.02, -0.03, 0.01], [-0.01, -0.01, -0.02], [0.02, -0.02, 0.02], [0.00, 0.01, 0.00], [0.00, 0.00, 0.00], [0.00, 0.00, 0.00], [-0.01, 0.00, 0.00], [0.00, 0.00, 0.00], [0.00, 0.00, 0.00], [0.00, 0.00, 0.00], [-0.01, -0.01, 0.00], [-0.02, 0.03, 0.00], [-0.01, -0.01, 0.00], [0.06, -0.06, 0.09], [-0.03, -0.02, 0.00], [-0.01, 0.05, 0.02], [-0.01, -0.01, 0.01], [0.01, -0.09, 0.08], [0.00, 0.01, 0.03], [0.03, -0.10, -0.02], [-0.04, -0.06, 0.04], [-0.03, 0.03, -0.02], [0.01, 0.00, 0.01], [-0.01, 0.00, 0.00], [0.00, -0.01, 0.00], [-0.02, -0.01, -0.01], [0.00, 0.02, 0.01], [-0.01, 0.00, 0.00], [0.00, -0.01, 0.00], [0.00, 0.00, 0.00], [0.00, 0.00, 0.00], [0.00, 0.00, 0.00], [0.00, 0.01, 0.00], [0.01, 0.00, 0.00], [0.00, 0.00, 0.00], [0.00, 0.00, 0.00], [0.00, 0.00, 0.00], [0.00, 0.00, 0.00], [0.00, 0.00, 0.00], [-0.04, -0.04, 0.00], [0.02, -0.02, 0.00], [-0.03, 0.01, -0.01], [0.01, 0.00, 0.01], [-0.02, 0.00, 0.00], [0.05, -0.07, 0.00], [0.00, 0.03, 0.02], [-0.01, 0.07, 0.02], [-0.01, 0.18, 0.29], [0.06, 0.01, 0.01], [0.00, 0.00, -0.02], [-0.05, -0.24, -0.32]], "charge": -1, "energy_ev": -72935.4557, "de_lowest_kj_mol": 0.0, "homo_ev": -4.08, "homo_lumo_gap_ha": 0.2375}

Values for maximum force, eV/Å, ordered as above
17.65 2.22 0.44